Density functional theory data (ωB97M-V/def2-TZVPD) for a molecular structure, C22H41ClNP3SSm in a non-equilibrium geometry.

electronic energy = -94071.605 eV
LUMO (alpha / beta) = -0.3937 / -0.3653 Eh
total charge = +3
multiplicity = 6
HOMO level (alpha / beta) = -17.1 / -17.1 eV

```
70
Properties=species:S:1:pos:R:3:forces:R:3:lowdin_charge:R:1
Sm -0.1629 -0.1508 -0.0885 -1.2 -0.7 1.7 1.03
P -1.9253 -1.7450 -1.7554 -1.0 -1.1 -1.3 0.69
P -0.2945 -2.3773 1.8976 -0.5 -0.9 0.5 0.73
P -0.8314 2.2462 -1.5552 -0.2 2.0 -1.0 0.71
H 4.1033 -1.4566 3.0681 -0.3 0.5 -0.3 0.07
C 3.9083 -0.4065 2.8035 -0.5 0.5 0.6 -0.07
C 3.1033 0.3808 3.5469 0.0 0.0 -1.1 -0.08
H 2.4196 -0.0094 4.3087 0.7 0.2 0.1 0.05
C -0.9954 -2.8362 -2.9050 0.3 0.3 0.3 -0.25
C -3.1741 -2.9106 -1.0851 0.2 0.2 0.5 -0.25
C -2.9779 -0.8383 -2.9553 0.2 0.4 0.3 -0.25
C 0.5856 -2.5699 3.4894 0.4 0.4 0.1 -0.23
C -2.0149 -2.7370 2.4647 -0.1 0.2 -0.3 -0.25
C 0.1891 -3.9336 1.0516 0.2 0.2 -0.3 -0.26
C 0.0513 3.7479 -0.9494 0.3 -0.3 0.5 -0.23
C -2.5206 2.9566 -1.6486 -0.4 -0.6 0.3 -0.24
C -0.2653 2.3717 -3.2940 0.1 -0.6 0.0 -0.25
H 4.4549 0.0204 1.9539 0.1 -0.2 0.5 0.03
H 3.0463 1.4715 3.3428 -0.1 -0.8 0.1 0.06
H -1.6949 -3.3732 -3.5635 0.2 0.2 0.2 0.08
H -0.3962 -3.5488 -2.3237 -0.1 0.1 -0.3 0.05
H -0.3236 -2.2094 -3.5067 -0.1 -0.3 0.0 0.05
H -3.7592 -3.3420 -1.9121 0.3 0.2 0.3 0.08
H -3.8463 -2.3551 -0.4163 0.0 -0.3 -0.1 0.04
H -2.6759 -3.7088 -0.5191 -0.3 0.1 -0.2 0.04
H -3.4909 -1.5615 -3.6088 0.2 0.3 0.2 0.08
H -2.3453 -0.1681 -3.5521 -0.3 -0.1 0.0 0.04
H -3.7204 -0.2475 -2.4051 0.0 -0.1 -0.3 0.04
H 0.9259 -3.6129 3.5758 -0.1 0.4 0.1 0.07
H -0.0954 -2.3406 4.3197 0.2 0.0 -0.2 0.06
H 1.4517 -1.8970 3.5399 -0.2 -0.3 0.1 0.01
H -2.0479 -3.7603 2.8725 0.0 0.4 -0.1 0.08
H -2.7407 -2.6501 1.6440 0.2 -0.1 0.2 0.02
H -2.3035 -2.0193 3.2484 0.1 -0.3 -0.2 0.04
H 0.2486 -4.7456 1.7899 -0.1 0.2 -0.3 0.07
H 1.1816 -3.7996 0.5977 -0.2 -0.2 0.1 0.06
H -0.5217 -4.1925 0.2559 0.2 0.0 0.2 0.03
H 0.2789 4.3938 -1.8086 -0.1 -0.2 0.3 0.07
H 0.9881 3.4651 -0.4515 -0.1 0.3 -0.1 0.03
H -0.5911 4.2910 -0.2451 0.3 -0.1 -0.1 0.06
H -2.6121 3.7030 -2.4505 0.2 -0.2 0.2 0.08
H -2.7470 3.4273 -0.6810 0.0 -0.1 -0.3 0.06
H -3.2512 2.1541 -1.8243 0.0 0.4 0.0 0.03
H -0.3669 3.4132 -3.6249 0.0 -0.3 0.0 0.07
H -0.8378 1.7090 -3.9477 0.1 0.1 -0.1 0.04
H 0.7927 2.0861 -3.3325 -0.1 0.1 -0.2 0.04
C 3.7535 1.2382 -1.1278 1.4 1.0 -1.6 -0.57
C 4.0285 1.0904 -2.5035 0.0 -0.4 0.1 -0.09
C 5.2319 1.5529 -3.0482 -0.2 0.0 0.0 -0.03
C 6.1751 2.2077 -2.2485 -0.1 -0.1 0.1 -0.02
C 5.8644 2.4366 -0.9049 0.0 0.1 0.0 -0.03
C 4.6634 1.9790 -0.3495 -0.6 -0.1 0.4 -0.08
S 2.3003 0.5126 -0.4684 -0.7 -0.1 -0.8 0.74
H 1.2447 0.5712 -1.5165 2.5 0.8 0.4 -0.13
H 3.2813 0.5976 -3.1264 0.4 0.0 -0.1 0.11
H 5.4528 1.4095 -4.1098 -0.3 0.0 0.4 0.13
H 7.1370 2.5492 -2.6811 -0.8 -0.2 0.4 0.14
H 6.5701 3.0056 -0.2888 -0.4 -0.3 -0.1 0.13
H 4.3994 2.2046 0.6833 0.3 0.0 -0.1 0.11
Cl -5.6455 0.1449 1.6442 -0.1 0.2 0.0 0.79
C -4.0533 0.5740 2.1077 -0.1 -0.2 -0.6 -0.64
C -3.7271 0.8137 3.4371 0.5 -0.1 0.1 -0.01
C -2.3831 1.0023 3.7684 0.0 0.1 -0.3 0.00
C -1.4240 0.9401 2.7602 -0.2 -0.1 -0.2 -0.13
N -1.7557 0.7143 1.4642 -0.7 0.4 0.3 -0.17
C -3.0690 0.5825 1.1234 0.9 0.0 0.8 -0.17
H -4.5135 0.8142 4.1856 0.1 0.0 0.0 0.14
H -2.0729 1.1804 4.7956 -0.1 0.0 -0.2 0.14
H -0.3573 1.0792 2.9798 -0.4 -0.1 0.0 0.12
H -3.2997 0.4648 0.0621 -0.1 -0.1 0.3 0.09
```
Positions in Å, forces in eV/Å.